Record 1
A cluster of 7 separate species, C42H34NO17 in total at a distorted geometry, computed with the ωB97M-V functional and the def2-TZVPD basis.

The geometry in XYZ format:
```
94
Properties=species:S:1:pos:R:3:forces:R:3:lowdin_charge:R:1
C 0.318 3.606 2.336 -1.8 -0.6 -0.4 -0.1336
C 0.111 1.994 2.051 0.0 0.0 -1.1 -0.1898
C -0.809 1.852 0.662 0.4 1.5 0.3 -0.2167
O -1.075 0.456 0.282 -0.3 0.8 -2.2 -0.1803
C -1.530 0.369 -1.145 -0.7 1.5 1.2 -0.1701
O -0.376 0.646 -2.015 -1.8 -2.8 -1.3 -0.0516
C -0.387 -0.168 -3.240 -0.8 2.6 -6.4 -0.2742
O -0.663 0.475 -4.405 1.7 -3.9 7.8 -0.0295
N -0.062 -1.645 -3.306 0.9 3.3 1.4 0.1086
C 1.321 -1.852 -3.882 7.4 -1.2 -3.2 -0.4323
O 1.797 -3.111 -4.057 -3.7 5.6 1.7 -0.1669
O 2.251 -0.764 -4.299 -5.9 -4.4 2.6 -0.2552
H 1.429 3.961 2.248 -2.3 -0.7 0.3 0.0870
H -0.183 3.830 3.376 1.4 -0.4 -2.5 0.0676
H -0.326 4.196 1.524 1.6 -1.3 1.8 0.0502
H 1.178 1.510 1.881 -2.4 0.7 0.3 0.1153
H -0.437 1.450 2.930 1.1 1.0 -1.6 0.1017
H -0.210 2.470 -0.155 -1.1 -1.6 1.4 0.1398
H -1.851 2.417 0.794 2.3 -1.2 -0.1 0.1056
H -2.329 1.249 -1.253 1.7 -1.7 -0.1 0.1483
H -2.102 -0.627 -1.381 1.6 1.6 0.7 0.1550
H -0.167 -2.102 -2.356 0.5 0.6 -1.6 0.0877
C 3.282 1.303 -9.219 -0.3 0.2 -0.5 0.0092
C 2.090 1.660 -9.706 0.5 -0.1 -0.1 0.0048
C 0.893 1.709 -8.843 -0.7 0.0 0.3 -0.3958
O -0.199 2.033 -9.289 0.5 -0.1 0.0 0.0722
C 1.065 1.350 -7.421 0.2 0.0 0.0 0.0279
C 2.258 0.993 -6.934 -0.3 0.2 0.2 0.0399
C 3.454 0.945 -7.797 0.6 -0.3 0.6 -0.3766
O 4.546 0.620 -7.351 -0.6 0.3 -0.5 0.1003
H 4.170 1.261 -9.838 0.0 0.0 0.0 0.1129
H 1.947 1.926 -10.747 0.0 0.0 0.0 0.1117
H 0.178 1.392 -6.802 0.0 -0.1 0.1 0.1098
H 2.400 0.727 -5.894 -0.1 -0.3 0.2 0.0921
C 0.920 -6.905 -0.806 0.0 0.4 0.1 0.0175
C 0.738 -5.581 -0.841 0.3 -0.3 0.1 0.0497
C -0.483 -4.991 -1.423 0.1 1.0 -0.1 -0.3484
O -0.650 -3.779 -1.457 -0.1 -1.1 0.3 0.0852
C -1.496 -5.919 -1.963 -0.2 -0.4 -0.1 0.0340
C -1.314 -7.243 -1.928 -0.3 0.4 -0.1 0.0183
C -0.093 -7.833 -1.346 0.2 -0.5 0.0 -0.3893
O 0.073 -9.045 -1.312 -0.1 0.5 0.1 0.0762
H 1.810 -7.354 -0.383 0.0 0.0 0.0 0.1096
H 1.471 -4.887 -0.448 0.0 0.0 -0.1 0.1333
H -2.387 -5.470 -2.386 0.1 0.0 0.0 0.1240
H -2.048 -7.937 -2.321 0.0 0.0 0.0 0.1188
C -5.917 0.824 2.745 0.3 0.1 -0.4 0.0243
C -4.969 1.499 2.089 -0.3 -0.3 0.0 0.0347
C -4.278 2.647 2.709 0.6 0.4 -0.5 -0.3656
O -3.412 3.268 2.108 -0.7 -0.2 0.5 0.0784
C -4.675 3.019 4.081 -0.3 -0.1 0.4 0.0251
C -5.623 2.343 4.738 0.3 0.4 0.0 0.0195
C -6.314 1.195 4.118 -0.6 -0.5 0.4 -0.3858
O -7.180 0.574 4.718 0.5 0.4 -0.4 0.0951
H -6.434 -0.020 2.304 0.0 0.0 0.0 0.1235
H -4.666 1.239 1.081 0.0 0.0 0.0 0.1250
H -4.158 3.863 4.522 0.0 0.0 0.0 0.1221
H -5.926 2.603 5.745 0.0 0.0 0.0 0.1210
C 4.176 -10.432 3.080 0.2 0.5 0.1 0.0187
C 3.994 -9.109 3.045 0.3 -0.4 0.1 0.0217
C 2.773 -8.518 2.463 -0.2 0.9 0.0 -0.3829
O 2.607 -7.307 2.429 0.1 -0.8 0.0 0.0980
C 1.760 -9.447 1.923 -0.2 -0.4 -0.1 0.0215
C 1.942 -10.771 1.958 -0.2 0.4 -0.1 0.0288
C 3.163 -11.361 2.540 0.1 -0.9 0.0 -0.3855
O 3.330 -12.572 2.574 -0.1 0.8 0.0 0.0939
H 5.066 -10.882 3.503 0.0 0.0 0.0 0.1205
H 4.727 -8.415 3.438 0.0 0.0 0.0 0.1222
H 0.870 -8.998 1.500 0.0 0.0 0.0 0.1130
H 1.209 -11.465 1.565 0.1 0.0 0.0 0.1253
C -1.061 6.300 -2.154 -0.3 0.1 -0.4 0.0297
C -2.253 6.657 -2.642 0.5 -0.1 0.0 0.0215
C -3.450 6.706 -1.779 -0.7 0.2 -0.3 -0.3878
O -4.542 7.030 -2.224 0.6 -0.2 0.3 0.0892
C -3.277 6.347 -0.357 0.3 -0.1 0.3 0.0216
C -2.085 5.990 0.130 -0.5 0.1 0.1 0.0204
C -0.888 5.941 -0.732 0.9 -0.3 0.3 -0.3749
O 0.204 5.617 -0.287 -0.7 0.4 -0.4 0.0927
H -0.173 6.258 -2.774 0.0 0.0 0.0 0.1254
H -2.395 6.923 -3.682 0.0 0.0 0.0 0.1223
H -4.165 6.389 0.263 0.0 0.0 0.0 0.1197
H -1.943 5.724 1.171 0.0 0.0 0.0 0.1110
C 3.887 4.020 6.074 -0.3 -0.2 -0.3 0.0235
C 2.851 4.021 5.228 0.4 -0.2 0.1 0.0335
C 1.841 5.098 5.256 -0.8 0.1 -0.6 -0.3607
O 0.892 5.099 4.484 1.0 0.7 1.4 0.0594
C 2.020 6.172 6.252 0.3 0.2 0.4 0.0238
C 3.055 6.171 7.098 -0.4 0.2 -0.2 0.0181
C 4.066 5.095 7.070 0.7 -0.1 0.5 -0.3869
O 5.014 5.094 7.842 -0.6 0.0 -0.5 0.0943
H 4.636 3.238 6.067 0.0 0.0 0.0 0.1234
H 2.707 3.241 4.491 0.0 0.0 0.0 0.1227
H 1.271 6.954 6.259 0.0 0.0 0.0 0.1210
H 3.200 6.952 7.835 0.0 0.0 0.0 0.1203
```
Forces are in eV/Å.

Summary:
Net charge: -1
LUMO in hartree: -0.0203

***

Record 2
A structure of composition C5H11NO at a distorted geometry, computed with the ωB97M-V functional and the def2-TZVPD basis.

The geometry in XYZ format:
```
18
Properties=species:S:1:pos:R:3:forces:R:3:lowdin_charge:R:1
C -1.890 1.577 -0.820 0.3 0.0 -0.1 -0.1082
O -1.090 0.410 -0.988 1.2 0.3 0.0 -0.2036
H 0.052 0.432 -0.737 -2.1 0.4 -0.5 0.1339
H -2.001 2.070 -1.786 0.0 0.0 0.1 0.0831
H -1.440 2.276 -0.107 0.0 0.0 0.0 0.0818
H -2.876 1.277 -0.457 0.1 -0.1 0.0 0.0900
C 1.762 -1.358 -0.458 0.0 -0.1 -0.2 -0.0925
C 1.025 -0.215 0.172 -0.6 -0.7 1.0 -0.3200
C -0.796 -0.554 0.493 1.4 -0.3 0.4 -0.2855
C 1.601 0.660 1.006 -0.3 0.0 -0.4 0.0347
N -1.169 -1.754 0.388 0.5 0.2 0.1 0.0705
H -1.653 -2.098 1.212 -0.3 0.2 -0.2 0.0524
H -1.057 0.167 1.270 0.0 0.1 -0.1 0.1199
H 1.127 -2.247 -0.494 -0.1 0.1 0.1 0.0639
H 2.030 -1.123 -1.492 0.0 0.0 0.1 0.0794
H 2.678 -1.615 0.082 -0.1 0.1 0.0 0.0756
H 1.032 1.455 1.481 0.0 -0.1 0.0 0.0589
H 2.665 0.641 1.233 0.0 0.0 -0.1 0.0659
```
Forces are in eV/Å.

Summary:
Energy above the lowest of the compared OMol25 structures with the same formula, charge and spin in kJ/mol: 560.4
LUMO in hartree: 0.0226

***

Record 3
A structure of composition C52H74FN21OS3 at a distorted geometry, computed with the ωB97M-V functional and the def2-TZVPD basis.

The geometry in XYZ format:
```
152
Properties=species:S:1:pos:R:3:forces:R:3:lowdin_charge:R:1
C 2.193 2.042 2.681 -0.2 -0.3 -0.4 -0.0134
C 1.718 2.109 1.197 -1.2 -1.2 1.2 -0.2985
F 0.935 3.246 1.018 0.6 0.3 -0.2 -0.0425
C 0.773 0.910 0.988 1.4 0.6 -0.5 -0.1379
C -0.565 1.026 1.084 -0.5 -0.5 0.0 0.0383
C -1.463 -0.120 0.941 0.5 0.8 -0.1 -0.1188
C -2.961 0.183 1.165 1.1 0.2 -1.1 -0.1285
C -3.971 -0.456 0.201 0.2 -0.3 1.2 -0.2451
N -5.120 -0.810 0.597 -0.3 -0.1 -0.5 0.1042
C -0.920 -1.352 0.680 -0.6 -0.8 -0.3 -0.1266
C -1.782 -2.614 0.562 0.3 0.3 0.8 -0.1191
C -2.451 -2.917 1.928 0.0 -0.1 -0.1 -0.2455
C -1.400 -3.204 3.021 -0.4 0.1 0.7 -0.4654
S -1.032 -4.993 3.130 0.8 0.0 -0.9 0.8942
C 0.764 -5.110 3.191 -0.5 0.7 -0.1 -1.0690
S 1.653 -3.999 4.000 -0.2 -0.4 -0.1 0.7090
N 1.258 -6.226 2.494 0.4 0.6 0.8 -0.1898
C 2.493 -6.783 3.061 0.6 -0.4 -0.1 -0.1778
C 3.794 -6.237 2.450 0.5 -1.4 0.5 -0.2181
O 3.777 -6.460 1.048 -0.3 0.7 -0.2 -0.1327
C 2.753 -5.597 0.550 -0.5 0.1 0.8 -0.1935
C 1.343 -6.006 1.037 -0.6 0.4 -0.9 -0.1425
C 0.509 -1.497 0.544 1.4 0.6 0.1 -0.2698
N 1.244 -2.602 0.298 0.0 0.9 0.0 -0.1768
S 2.797 -2.126 0.261 0.2 -0.1 0.2 0.9709
N 2.707 -0.516 0.584 -1.2 -1.9 -0.4 -0.1632
C 1.389 -0.353 0.699 -1.6 1.2 0.4 -0.3210
H 2.077 3.008 3.187 0.4 -0.1 -0.3 0.0802
H 1.549 1.335 3.224 0.2 0.2 -0.1 0.0831
H 3.216 1.651 2.718 -0.2 0.3 0.2 0.0792
H 2.552 2.039 0.492 -0.2 0.6 0.0 0.1353
H -0.944 2.024 1.302 -0.2 -0.3 -0.1 0.1246
H -3.171 -0.011 2.219 -0.3 -0.1 -0.3 0.0755
H -3.074 1.274 1.034 0.0 -0.3 0.1 0.1096
H -3.717 -0.661 -0.846 0.2 0.4 0.2 0.0924
H -5.236 -0.600 1.588 0.0 0.0 -0.1 -0.0010
H -2.523 -2.500 -0.237 0.2 -0.2 0.2 0.1053
H -1.125 -3.466 0.336 -0.2 0.2 -0.2 0.1010
H -3.063 -2.076 2.285 0.2 -0.2 -0.3 0.0800
H -3.153 -3.760 1.808 0.3 0.2 0.1 0.1068
H -1.802 -2.915 4.005 0.2 -0.1 -0.3 0.0635
H -0.480 -2.615 2.899 -0.1 -0.4 -0.1 0.0491
H 2.559 -6.657 4.149 -0.4 0.1 -0.3 0.1071
H 2.470 -7.868 2.863 0.1 0.3 0.0 0.1290
H 4.615 -6.862 2.846 -0.3 0.2 -0.1 0.1275
H 4.033 -5.201 2.731 -0.4 -0.1 -0.3 0.0932
H 2.767 -5.545 -0.546 0.1 -0.1 0.3 0.1335
H 2.945 -4.605 0.999 0.0 -0.2 -0.5 0.0473
H 0.698 -5.140 0.810 0.2 -0.3 0.0 0.0842
H 0.926 -6.839 0.447 0.4 -0.1 0.5 0.1261
C -0.921 -6.850 7.331 0.0 0.3 -0.1 -0.0597
C -1.013 -5.395 7.131 0.0 -0.2 0.0 -0.2882
N -1.085 -4.260 6.971 0.0 -0.1 0.1 0.1393
H -0.285 -7.287 6.563 0.0 0.0 0.0 0.0782
H -0.496 -7.064 8.310 -0.1 0.0 0.0 0.0614
H -1.911 -7.295 7.269 0.0 0.0 0.0 0.0855
C -3.571 3.910 -1.317 0.0 -0.3 0.0 -0.0743
C -3.321 2.656 -2.031 0.0 0.0 0.1 -0.2525
N -3.124 1.663 -2.576 0.0 0.1 0.0 0.1390
H -2.729 4.135 -0.664 0.0 0.0 0.0 0.0577
H -3.698 4.725 -2.025 0.0 -0.1 0.0 0.0300
H -4.474 3.818 -0.715 0.0 0.0 0.0 0.0634
C -6.207 -1.012 -2.721 0.0 -0.2 -0.2 -0.0852
C -6.764 -1.709 -3.887 0.0 0.0 0.0 -0.2833
N -7.200 -2.255 -4.799 0.1 0.1 0.2 0.1136
H -6.877 -0.212 -2.413 0.0 0.0 0.0 0.0790
H -6.085 -1.709 -1.893 0.0 0.1 0.0 0.0638
H -5.237 -0.585 -2.973 0.0 0.0 0.0 0.0595
C -5.052 -0.960 5.237 0.0 0.2 -0.2 -0.0445
C -5.056 0.058 4.179 -0.1 0.0 0.1 -0.2447
N -5.058 0.854 3.349 -0.2 -0.1 0.4 0.1477
H -5.388 -0.519 6.173 0.0 0.0 0.0 0.0856
H -5.721 -1.774 4.966 0.0 0.0 0.0 0.0872
H -4.045 -1.353 5.368 0.0 0.0 0.0 0.0824
C -7.629 3.603 1.319 0.2 0.2 0.0 -0.0600
C -6.758 4.771 1.141 0.0 -0.1 0.0 -0.2693
N -6.070 5.681 1.001 -0.1 -0.2 0.0 0.1379
H -7.029 2.695 1.343 0.0 0.0 0.0 0.0718
H -8.178 3.693 2.254 0.0 0.0 0.0 0.0825
H -8.337 3.542 0.494 0.0 0.0 0.0 0.0818
C -3.660 8.166 -0.545 0.0 -0.2 -0.1 -0.0550
C -4.101 7.405 -1.716 0.0 0.1 0.1 -0.2459
N -4.432 6.805 -2.639 0.1 0.2 0.1 0.1399
H -2.571 8.228 -0.542 0.0 0.1 0.0 0.0193
H -4.079 9.170 -0.577 0.0 0.0 0.0 0.0867
H -3.991 7.670 0.366 -0.1 -0.1 -0.1 0.0695
C -0.964 6.355 -3.772 0.0 -0.1 0.2 -0.0529
C -0.775 5.794 -2.430 0.0 0.0 -0.1 -0.2651
N -0.627 5.355 -1.377 0.0 0.1 -0.2 0.1552
H -0.229 7.137 -3.952 0.0 0.0 0.0 0.0828
H -0.843 5.572 -4.519 0.0 0.0 0.0 0.0846
H -1.965 6.777 -3.856 0.0 0.0 0.0 0.0595
C 3.301 -0.233 -2.733 0.2 -0.1 -0.2 -0.0690
C 4.336 -0.497 -3.737 -0.2 0.1 0.1 -0.2727
N 5.147 -0.707 -4.525 0.0 0.0 0.1 0.1160
H 2.600 -1.067 -2.695 0.0 0.0 0.0 0.0403
H 3.760 -0.108 -1.753 0.0 0.1 0.0 0.0484
H 2.760 0.676 -2.991 0.0 0.0 0.0 0.0895
C -6.727 6.262 -5.248 0.1 0.1 -0.2 -0.0780
C -6.591 6.871 -6.576 0.0 0.0 0.0 -0.2852
N -6.485 7.349 -7.616 0.0 -0.1 0.2 0.1136
H -5.877 6.536 -4.625 0.0 0.0 0.0 0.0305
H -7.642 6.611 -4.773 0.0 0.0 0.0 0.0793
H -6.765 5.178 -5.340 0.0 0.0 0.0 0.0797
C 6.250 3.253 -4.471 -0.2 0.1 0.4 -0.0939
C 5.545 3.556 -3.216 0.1 -0.1 -0.1 -0.2824
N 4.992 3.789 -2.235 0.1 -0.1 -0.2 0.1135
H 5.614 3.489 -5.320 0.0 0.0 0.0 0.0529
H 7.160 3.847 -4.531 0.0 0.0 0.0 0.0807
H 6.507 2.196 -4.504 -0.1 0.0 0.0 0.0624
C 6.258 -3.197 4.286 -0.2 0.0 0.1 -0.0681
C 4.990 -2.736 4.861 0.0 0.0 -0.1 -0.2849
N 3.992 -2.375 5.303 0.3 0.0 0.0 0.1085
H 6.471 -4.210 4.625 0.0 0.0 0.0 0.0783
H 6.193 -3.190 3.198 0.0 0.1 0.0 0.0649
H 7.066 -2.539 4.598 0.0 0.0 0.0 0.0793
C -0.739 -0.232 -4.461 0.1 0.1 0.1 -0.0790
C -0.132 -1.342 -3.740 0.0 0.0 0.1 -0.2711
N 0.348 -2.199 -3.142 0.1 0.0 -0.1 0.1319
H -0.249 -0.076 -5.427 -0.2 0.0 0.5 0.0109
H -1.792 -0.452 -4.628 0.0 0.1 0.0 0.0837
H -0.658 0.672 -3.858 -0.1 0.0 0.0 0.0704
C 0.213 -4.898 10.835 -0.3 -0.2 0.0 -0.0640
C -0.938 -5.808 10.947 0.2 0.1 0.0 -0.2880
N -1.837 -6.519 11.036 0.2 0.1 -0.1 0.1260
H 1.013 -5.232 11.494 0.0 0.0 0.0 0.0803
H 0.578 -4.886 9.809 0.0 0.0 0.0 0.0699
H -0.084 -3.890 11.118 0.0 0.0 0.0 0.0835
C 1.502 -2.231 -7.667 -0.1 0.2 0.0 -0.0534
C 0.600 -1.082 -7.533 0.0 0.0 -0.2 -0.2497
N -0.107 -0.182 -7.427 0.3 -0.3 -0.4 0.1373
H 2.530 -1.913 -7.503 0.0 0.0 0.0 0.0823
H 1.242 -2.992 -6.933 0.0 0.0 0.0 0.0836
H 1.414 -2.653 -8.667 0.0 0.0 0.0 0.0826
C 8.259 1.057 -7.664 -0.2 0.2 0.0 -0.0614
C 7.298 2.165 -7.614 0.0 -0.1 0.0 -0.2637
N 6.541 3.029 -7.575 0.2 -0.2 -0.1 0.1391
H 9.263 1.431 -7.470 0.0 0.0 0.0 0.0815
H 8.002 0.314 -6.910 0.0 0.0 0.0 0.0792
H 8.235 0.592 -8.647 0.0 0.0 0.0 0.0824
C 1.975 7.671 0.293 -0.2 0.1 -0.1 -0.0570
C 0.647 8.234 0.028 0.0 -0.1 0.0 -0.2618
N -0.398 8.663 -0.180 0.3 0.0 0.0 0.1403
H 1.992 6.621 0.002 -0.1 0.0 0.0 0.0772
H 2.726 8.213 -0.277 0.0 0.0 0.0 0.0820
H 2.204 7.751 1.354 0.0 0.0 0.0 0.0825
C 7.112 -1.879 -1.553 -0.2 0.1 0.2 -0.0535
C 6.394 -1.590 -0.305 0.1 0.0 0.0 -0.2669
N 5.835 -1.364 0.674 0.2 -0.1 -0.2 0.1278
H 6.484 -1.634 -2.408 0.0 0.0 0.0 0.0441
H 8.023 -1.285 -1.599 0.0 0.0 0.0 0.0845
H 7.371 -2.935 -1.593 0.0 0.0 0.0 0.0850
```
Forces are in eV/Å.

Summary:
LUMO in hartree: -0.0141

***

Record 4
The ion C3H8N5 with charge +1 at a distorted geometry, computed with the ωB97M-V functional and the def2-TZVPD basis.

The geometry in XYZ format:
```
16
Properties=species:S:1:pos:R:3:forces:R:3:lowdin_charge:R:1
C -1.693 0.923 -1.199 -0.7 0.4 0.5 -0.1911
C -0.001 -0.125 0.986 0.3 0.3 -1.3 0.1445
C 1.377 -0.559 1.517 0.4 0.0 1.8 -0.2485
N -1.127 1.649 -0.286 1.1 0.9 0.9 0.0880
N -0.099 1.061 0.475 -1.8 -0.9 -0.1 -0.0027
N -1.297 -0.326 -1.332 1.7 -0.3 1.3 -0.0163
N -1.834 -1.376 -1.770 -3.6 -1.6 -1.3 0.0986
N 2.413 0.151 0.879 0.2 -0.7 0.3 0.0158
H -2.491 1.470 -1.722 0.2 -0.6 -0.1 0.1462
H 1.397 -0.216 2.614 -0.3 -0.8 -1.3 0.1601
H 1.624 -1.668 1.522 -1.1 1.2 -0.1 0.1420
H -2.910 -1.549 -2.031 3.0 0.8 0.8 0.2175
H -1.260 -2.195 -1.612 -0.3 -0.1 -0.5 0.1343
H 2.565 0.013 -0.074 0.3 -0.3 -1.5 0.0767
H 0.553 1.760 0.808 0.2 0.4 -0.2 0.1615
H 2.782 0.986 1.224 0.4 1.1 0.8 0.0732
```
Forces are in eV/Å.

Summary:
Energy above the lowest of the compared OMol25 structures with the same formula, charge and spin in kJ/mol: 600.2
Net charge: +1
LUMO (spin up / spin down) in hartree: -0.2280 / -0.1961